(1)
This record from the OMol25 dataset describes a structure of composition C34H30Cl2N5O3PS3V. The level of theory is ωB97M-V/def2-TZVPD.

Calculated values
relative energy (zero: lowest compared OMol25 entry of this formula, charge and spin)	0.000	eV
multiplicity	4
highest occupied orbital energy (alpha / beta)	-6.61 / -7.08	eV
max |F|	0.5	eV/A
expectation value of S²	3.762
E_LUMO (alpha / beta)	0.0080 / 0.0067	Ha
total charge	0
orbital gap (alpha / beta)	0.2509 / 0.2670	Ha
energy	-141869.247	eV

XYZ file:
```
79
C34H30Cl2N5O3PS3V ωB97M-V/def2-TZVPD
V 0.305 -0.020 0.061
Cl 0.117 -0.181 2.549
C 1.780 -0.279 3.151
C 1.898 -0.403 4.521
C 3.163 -0.475 5.075
C 4.268 -0.416 4.240
C 4.105 -0.295 2.872
Cl 5.539 -0.233 1.899
C 2.842 -0.228 2.245
S 2.707 -0.129 0.517
H 1.010 -0.454 5.137
H 3.288 -0.582 6.144
H 5.270 -0.472 4.642
N 1.068 1.941 -2.383
P 0.851 0.248 -2.329
C -0.158 -0.121 -3.792
C 0.301 0.145 -5.083
C -0.498 -0.138 -6.178
C -1.753 -0.707 -5.992
C -2.204 -0.997 -4.714
C -1.408 -0.705 -3.613
C 2.465 -0.445 -2.764
C 3.594 0.323 -3.017
C 4.810 -0.298 -3.268
C 4.900 -1.682 -3.260
C 3.775 -2.452 -2.992
C 2.562 -1.836 -2.741
C 0.796 2.753 -1.298
C 0.874 4.146 -1.437
C 0.630 4.940 -0.344
C 0.313 4.345 0.876
C 0.255 2.973 0.926
N 0.484 2.178 -0.131
H 1.170 2.420 -3.266
H 1.297 0.549 -5.231
H -0.139 0.071 -7.178
H -2.372 -0.935 -6.850
H -3.175 -1.454 -4.570
H -1.750 -0.946 -2.613
H 3.537 1.404 -2.982
H 5.692 0.301 -3.453
H 5.852 -2.163 -3.444
H 3.849 -3.530 -2.955
H 1.690 -2.435 -2.497
H 1.134 4.573 -2.396
H 0.690 6.017 -0.433
H 0.129 4.931 1.764
H 0.022 2.457 1.848
C -2.629 -2.531 1.397
N -2.948 -1.235 1.964
C -3.183 -1.108 3.402
C -3.378 0.405 3.598
N -2.975 0.922 2.296
C -2.773 -0.046 1.387
S -2.344 0.271 -0.226
H -1.726 -2.935 1.863
H -2.462 -2.414 0.330
H -3.458 -3.216 1.576
H -2.318 -1.490 3.947
H -4.059 -1.686 3.696
H -2.746 0.798 4.392
H -4.416 0.658 3.816
H -2.964 1.887 2.023
O -0.068 -4.835 3.252
S 0.906 -4.653 2.204
O 2.260 -5.043 2.471
N 0.813 -3.129 1.630
C 0.277 -3.103 0.433
O -0.066 -2.065 -0.205
C -0.022 -4.449 -0.159
C -0.549 -4.749 -1.403
C -0.729 -6.089 -1.727
C -0.393 -7.094 -0.824
C 0.130 -6.787 0.428
C 0.303 -5.453 0.729
H -0.807 -3.956 -2.094
H -1.135 -6.359 -2.694
H -0.541 -8.130 -1.103
H 0.392 -7.562 1.137
```

(2)
This record from the OMol25 dataset describes a structure of composition C34H30ClN2O7P2Ti. The level of theory is ωB97M-V/def2-TZVPD.

Calculated values
relative energy (zero: lowest compared OMol25 entry of this formula, charge and spin)	0.823	eV
multiplicity	2
highest occupied orbital energy (alpha / beta)	-7.17 / -7.90	eV
max |F|	0.6	eV/A
expectation value of S²	0.762
E_LUMO (alpha / beta)	-0.0330 / -0.0493	Ha
total charge	0
orbital gap (alpha / beta)	0.2304 / 0.2412	Ha
energy	-107273.085	eV

XYZ file:
```
77
C34H30ClN2O7P2Ti ωB97M-V/def2-TZVPD
Ti -1.799 0.111 1.646
O -0.837 0.939 -2.290
C -1.402 0.871 -1.099
O -0.966 0.096 -0.186
C -2.502 1.697 -0.766
C -3.203 2.639 -1.539
C -4.223 3.337 -0.946
C -4.539 3.122 0.418
C -3.815 2.197 1.110
N -2.833 1.482 0.534
C -3.925 1.842 2.571
O -4.757 2.296 3.308
O -2.974 0.981 2.894
H -0.248 0.173 -2.417
H -2.926 2.795 -2.572
H -4.780 4.067 -1.517
H -5.320 3.671 0.924
C 2.332 -2.144 -1.546
C 2.386 -1.170 -0.365
P 1.715 -1.851 1.230
C 2.597 -3.460 1.302
C 1.847 -4.600 1.578
C 2.455 -5.848 1.655
C 3.820 -5.964 1.448
C 4.580 -4.832 1.171
C 3.971 -3.589 1.104
C 2.723 -0.907 2.441
C 3.217 0.373 2.208
C 3.905 1.058 3.201
C 4.114 0.472 4.439
C 3.622 -0.803 4.685
C 2.926 -1.480 3.699
P 0.828 -3.238 -1.618
C 1.505 -4.593 -2.657
C 0.997 -4.981 -3.893
C 1.529 -6.075 -4.565
C 2.573 -6.798 -4.011
C 3.077 -6.431 -2.770
C 2.542 -5.345 -2.097
C -0.238 -2.347 -2.823
C -1.616 -2.386 -2.606
C -2.497 -1.794 -3.502
C -2.012 -1.147 -4.629
C -0.643 -1.097 -4.859
C 0.235 -1.697 -3.966
H 3.180 -2.827 -1.480
H 2.453 -1.601 -2.485
H 1.821 -0.259 -0.578
H 3.426 -0.867 -0.215
H 0.777 -4.504 1.723
H 1.860 -6.725 1.871
H 4.297 -6.935 1.504
H 5.647 -4.920 1.014
H 4.574 -2.708 0.911
H 3.057 0.858 1.253
H 4.276 2.056 3.004
H 4.649 1.008 5.212
H 3.771 -1.266 5.652
H 2.539 -2.472 3.904
H 0.174 -4.437 -4.341
H 1.122 -6.361 -5.527
H 2.987 -7.648 -4.538
H 3.883 -6.996 -2.319
H 2.931 -5.085 -1.118
H -1.993 -2.896 -1.728
H -3.564 -1.841 -3.320
H -2.696 -0.684 -5.327
H -0.257 -0.601 -5.741
H 1.297 -1.677 -4.180
Cl -1.984 -2.984 1.356
C -3.054 -1.556 1.436
H -3.708 -1.664 2.299
H -3.642 -1.528 0.518
O 0.406 0.430 4.577
N -0.193 0.203 3.582
O -0.085 0.924 2.512
O -1.020 -0.756 3.437
```

(3)
This record from the OMol25 dataset describes a structure of composition C34H30IrN4O6PS4 at a distorted geometry. The level of theory is ωB97M-V/def2-TZVPD.

Calculated values
relative energy (zero: lowest compared OMol25 entry of this formula, charge and spin)	5.515	eV
multiplicity	2
highest occupied orbital energy (alpha / beta)	-4.87 / -4.88	eV
max |F|	6.3	eV/A
expectation value of S²	0.899
E_LUMO (alpha / beta)	0.0213 / 0.0366	Ha
total charge	-1
orbital gap (alpha / beta)	0.2003 / 0.2159	Ha
energy	-109459.492	eV

XYZ file:
```
80
C34H30IrN4O6PS4 ωB97M-V/def2-TZVPD
Ir -1.723 -1.572 -0.299
C 0.263 -0.331 5.858
C 1.011 0.456 4.785
N 1.200 -0.306 3.559
C 2.409 -1.105 3.468
C 3.634 -0.269 3.103
C 0.219 -0.339 2.624
S 0.544 -1.135 1.132
N -0.866 0.360 2.914
C -2.070 0.183 2.381
O -2.447 -0.802 1.704
C -3.073 1.222 2.772
C -2.933 1.951 3.951
C -3.882 2.897 4.300
C -4.972 3.127 3.470
C -5.113 2.402 2.295
C -4.172 1.446 1.946
H 0.139 0.279 6.754
H 0.806 -1.237 6.131
H -0.722 -0.612 5.486
H 1.997 0.746 5.152
H 0.448 1.354 4.539
H 2.252 -1.867 2.709
H 2.568 -1.595 4.433
H 3.437 0.290 2.188
H 4.494 -0.919 2.934
H 3.883 0.436 3.897
H -2.080 1.759 4.587
H -3.775 3.460 5.219
H -5.708 3.872 3.746
H -5.965 2.586 1.653
H -4.254 0.883 1.026
S -1.725 -3.656 1.161
C -2.591 -4.747 0.158
C -3.273 -5.797 0.827
N -3.787 -6.655 1.399
C -2.571 -4.675 -1.198
S -1.658 -3.508 -2.048
C -3.334 -5.598 -1.968
N -3.952 -6.331 -2.605
O -4.930 -0.531 -2.349
S -3.768 -0.846 -1.572
O -3.266 0.282 -0.748
O -2.583 -1.208 -2.444
O -3.935 -2.016 -0.652
O 0.301 -1.131 -1.756
P 1.157 -0.046 -2.325
C 0.992 1.616 -1.601
C 1.959 2.597 -1.819
C 1.792 3.863 -1.282
C 0.656 4.161 -0.540
C -0.318 3.196 -0.340
C -0.148 1.928 -0.877
C 0.896 0.183 -4.104
C 1.859 0.787 -4.910
C 1.608 0.978 -6.258
C 0.395 0.572 -6.801
C -0.567 -0.018 -5.995
C -0.322 -0.216 -4.643
C 2.916 -0.460 -2.118
C 3.548 -1.275 -3.054
C 4.873 -1.641 -2.876
C 5.568 -1.198 -1.759
C 4.940 -0.394 -0.819
C 3.614 -0.028 -0.994
H 2.844 2.367 -2.401
H 2.542 4.625 -1.453
H 0.529 5.154 -0.128
H -1.220 3.421 0.215
H -0.926 1.200 -0.757
H 2.806 1.096 -4.483
H 2.358 1.444 -6.886
H 0.201 0.725 -7.855
H -1.514 -0.325 -6.419
H -1.070 -0.665 -4.002
H 2.994 -1.624 -3.916
H 5.365 -2.274 -3.602
H 6.603 -1.482 -1.613
H 5.486 -0.057 0.053
H 3.104 0.585 -0.261
```

(4)
This record from the OMol25 dataset describes a structure of composition C34H30NO7RhS2Te at a distorted geometry. The level of theory is ωB97M-V/def2-TZVPD.

Calculated values
relative energy (zero: lowest compared OMol25 entry of this formula, charge and spin)	0.000	eV
multiplicity	5
highest occupied orbital energy (alpha / beta)	-7.32 / -8.54	eV
max |F|	4.4	eV/A
expectation value of S²	6.021
E_LUMO (alpha / beta)	0.0002 / -0.0719	Ha
total charge	0
orbital gap (alpha / beta)	0.2694 / 0.2420	Ha
energy	-83533.034	eV

XYZ file:
```
76
C34H30NO7RhS2Te ωB97M-V/def2-TZVPD
Rh 0.126 0.852 0.370
O 0.080 3.876 3.674
S 0.561 2.598 3.191
O 0.237 2.552 1.735
O 0.151 1.457 3.994
C 2.372 2.690 3.171
C 2.974 3.713 3.990
C 4.209 3.522 4.521
C 5.038 2.453 4.101
C 4.604 1.604 3.100
C 3.208 1.707 2.645
S 2.843 0.532 1.311
O 4.031 -0.367 1.320
O 2.595 1.341 0.092
O 1.524 -0.215 1.665
H 2.511 4.718 4.136
H 4.511 4.157 5.344
H 5.983 2.285 4.621
H 5.302 0.933 2.610
N 0.348 -0.371 -0.991
C 0.471 -0.702 -2.207
C -0.351 -0.163 -3.277
C -1.762 -0.322 -3.192
C -2.526 -0.002 -4.308
C -1.928 0.472 -5.451
C -0.576 0.725 -5.486
C 0.260 0.397 -4.414
C 1.609 -1.612 -2.613
C 2.635 -1.894 -1.676
C 3.696 -2.734 -1.900
C 3.775 -3.333 -3.156
C 2.753 -3.110 -4.087
C 1.626 -2.313 -3.819
H -2.168 -0.770 -2.305
H -3.629 -0.127 -4.198
H -2.562 0.635 -6.310
H -0.194 1.285 -6.343
H 1.364 0.586 -4.365
H 2.688 -1.207 -0.830
H 4.455 -2.932 -1.169
H 4.644 -3.939 -3.437
H 2.842 -3.646 -5.070
H 0.788 -2.431 -4.450
Te -1.666 -0.394 1.933
C -3.581 -0.967 1.201
C -4.182 0.118 0.510
C -5.554 0.124 0.342
C -6.264 -1.001 0.681
C -5.724 -2.069 1.346
C -4.345 -2.099 1.624
C -0.956 -2.329 1.936
C -1.386 -3.351 1.117
C -1.101 -4.690 1.468
C -0.248 -4.986 2.514
C 0.284 -3.960 3.268
C -0.033 -2.633 2.998
H -3.534 0.936 0.206
H -6.074 1.001 -0.182
H -7.319 -0.995 0.460
H -6.297 -2.957 1.548
H -3.899 -2.934 2.202
H -2.135 -3.182 0.264
H -1.371 -5.518 0.793
H -0.031 -6.044 2.752
H 0.956 -4.070 4.123
H 0.498 -1.751 3.477
C -1.964 4.371 -0.559
C -0.744 3.454 -0.577
C 0.557 4.112 -0.843
O -0.964 2.222 -0.610
H -2.687 4.165 -1.352
H -1.631 5.387 -0.703
H -2.449 4.246 0.383
H 0.837 3.938 -1.912
H 1.378 3.705 -0.249
H 0.512 5.249 -0.694
```

(5)
This record from the OMol25 dataset describes a structure of composition C34H31BCrF4IO4P. The level of theory is ωB97M-V/def2-TZVPD.

Calculated values
relative energy (zero: lowest compared OMol25 entry of this formula, charge and spin)	0.333	eV
multiplicity	5
highest occupied orbital energy (alpha / beta)	-7.09 / -8.13	eV
max |F|	0.6	eV/A
expectation value of S²	6.009
E_LUMO (alpha / beta)	-0.0016 / -0.0017	Ha
total charge	0
orbital gap (alpha / beta)	0.2589 / 0.2972	Ha
energy	-101317.014	eV

XYZ file:
```
77
C34H31BCrF4IO4P ωB97M-V/def2-TZVPD
Cr -0.542 1.516 0.089
I 0.820 1.592 2.690
C 0.835 -0.169 3.846
C 1.442 0.072 5.054
C 1.646 -0.929 6.013
C 1.237 -2.192 5.725
C 0.600 -2.483 4.496
C 0.218 -3.831 4.293
C -0.404 -4.218 3.149
C -0.681 -3.241 2.185
C -0.341 -1.913 2.321
P -0.981 -0.934 0.879
C -0.271 -1.836 -0.535
C -0.893 -1.740 -1.778
C -0.279 -2.247 -2.913
C 0.976 -2.833 -2.827
C 1.609 -2.915 -1.596
C 0.992 -2.421 -0.456
C -2.748 -1.378 0.911
C -3.316 -2.445 0.220
C -4.673 -2.705 0.333
C -5.472 -1.902 1.136
C -4.913 -0.836 1.824
C -3.557 -0.569 1.708
C 0.353 -1.477 3.507
H 1.787 1.071 5.284
H 2.129 -0.685 6.948
H 1.382 -3.004 6.426
H 0.438 -4.541 5.080
H -0.698 -5.244 2.981
H -1.196 -3.561 1.291
H -1.859 -1.258 -1.865
H -0.778 -2.169 -3.871
H 1.462 -3.214 -3.716
H 2.591 -3.365 -1.519
H 1.503 -2.484 0.495
H -2.705 -3.072 -0.418
H -5.108 -3.533 -0.212
H -6.532 -2.104 1.220
H -5.529 -0.195 2.440
H -3.137 0.275 2.240
C 5.460 -0.479 -2.562
O 4.631 -0.179 -3.670
C 3.366 0.222 -3.410
C 2.578 0.492 -4.549
C 1.283 0.874 -4.368
C 0.686 1.021 -3.092
C -0.718 1.335 -2.985
C -1.576 1.542 -4.208
O -1.321 1.448 -1.906
C 1.504 0.784 -1.941
O 1.136 0.913 -0.712
C 2.847 0.373 -2.149
H 6.416 -0.785 -2.977
H 5.040 -1.293 -1.965
H 5.601 0.398 -1.925
H 3.016 0.382 -5.530
H 0.692 1.080 -5.248
H -1.283 0.960 -5.076
H -1.542 2.602 -4.473
H -2.603 1.307 -3.936
H 3.421 0.181 -1.253
F -2.288 2.236 0.728
B -2.871 3.011 1.889
F -2.259 4.247 1.885
F -2.554 2.270 3.020
F -4.222 3.068 1.661
C 0.543 5.907 0.490
C 0.727 4.626 -0.262
C 1.647 4.585 -1.448
O 0.127 3.629 0.089
H 0.636 6.774 -0.161
H 1.344 5.967 1.234
H -0.410 5.887 1.015
H 2.440 5.327 -1.377
H 1.049 4.821 -2.334
H 2.050 3.582 -1.574
```

(6)
This record from the OMol25 dataset describes a cluster of 3 separate species, C34H31BN5O8 in total. The level of theory is ωB97M-V/def2-TZVPD.

Calculated values
highest occupied orbital energy	-10.90	eV
max |F|	0.8	eV/A
E_LUMO	-0.1110	Ha
total charge	+1
orbital gap	0.2895	Ha
energy	-60265.211	eV

XYZ file:
```
79
C34H31BN5O8 ωB97M-V/def2-TZVPD
C 3.640 -6.939 -1.782
O 3.888 -7.272 -3.159
B 3.362 -6.518 -4.125
O 4.063 -6.099 -5.195
N 1.861 -6.123 -4.030
C 0.878 -6.940 -4.396
O 1.182 -8.148 -4.826
N -0.327 -6.447 -4.236
C -0.113 -5.223 -3.722
N -1.051 -4.352 -3.366
C -2.513 -4.546 -3.507
N -3.022 -5.835 -3.114
N 1.212 -4.988 -3.593
C 1.909 -3.814 -3.116
C 2.782 -3.133 -4.183
O 4.107 -2.886 -3.756
H 4.052 -5.959 -1.555
H 4.144 -7.678 -1.171
H 2.576 -6.973 -1.546
H 3.686 -6.268 -6.065
H 0.720 -8.359 -5.649
H -0.757 -3.458 -3.009
H -2.796 -4.311 -4.531
H -2.948 -3.778 -2.870
H -3.169 -6.410 -3.932
H -2.355 -6.349 -2.555
H 1.143 -3.113 -2.795
H 2.489 -4.066 -2.227
H 2.338 -2.182 -4.475
H 2.827 -3.760 -5.074
H 4.218 -3.091 -2.825
C -4.133 2.419 -2.588
C -4.032 1.045 -2.773
C -2.950 0.353 -2.258
C -1.957 1.030 -1.560
C -2.054 2.413 -1.388
C -3.147 3.101 -1.897
C -0.990 3.174 -0.673
O -1.081 4.370 -0.504
C 0.184 2.414 -0.157
C 1.206 3.105 0.480
C 2.292 2.416 0.993
C 2.360 1.033 0.871
C 1.348 0.340 0.229
C 0.258 1.025 -0.293
C -0.810 0.266 -0.995
O -0.748 -0.946 -1.108
H -4.983 2.957 -2.985
H -4.801 0.515 -3.318
H -2.868 -0.717 -2.388
H -3.212 4.171 -1.751
H 1.147 4.180 0.576
H 3.083 2.958 1.492
H 3.206 0.497 1.281
H 1.391 -0.735 0.134
C -3.645 4.497 3.242
C -2.608 4.470 2.315
C -1.302 4.653 2.731
C -1.021 4.868 4.071
C -2.062 4.916 5.000
C -3.373 4.723 4.581
C -1.790 5.185 6.442
O -2.690 5.218 7.253
C -0.374 5.415 6.851
C -0.098 5.717 8.178
C 1.210 5.923 8.582
C 2.250 5.821 7.664
C 1.981 5.524 6.340
C 0.670 5.327 5.925
C 0.400 5.034 4.490
O 1.304 4.932 3.686
H -4.666 4.346 2.918
H -2.814 4.304 1.267
H -0.495 4.631 2.016
H -4.169 4.752 5.312
H -0.913 5.790 8.883
H 1.422 6.162 9.615
H 3.271 5.978 7.985
H 2.781 5.447 5.617
```